[1]
C53H47N3O8 | ωB97M-V/def2-TZVPD

Geometry (Å):
H1 -1.85 2.98 -2.89
N1 -1.23 2.43 -2.29
C1 -1.92 1.73 -1.48
C2 -1.25 0.83 -0.50
C3 -1.49 -0.64 -0.82
O1 -0.99 -1.40 0.25
C4 -1.33 -2.78 0.19
C5 -1.78 -3.21 1.60
C6 -3.06 -2.57 2.05
C7 -3.07 -1.09 2.37
N2 -4.08 -3.31 2.17
H2 -4.87 -2.75 2.50
C8 -0.17 -3.68 -0.31
N3 -0.19 -3.96 -1.74
C9 1.21 -3.17 0.07
O2 1.58 -2.09 -0.76
C10 2.75 -1.45 -0.33
C11 2.58 -0.69 0.98
H3 -3.01 1.78 -1.49
H4 -1.64 1.02 0.51
H5 -0.18 1.04 -0.48
H6 -2.56 -0.82 -0.96
H7 -0.95 -0.89 -1.75
H8 -2.17 -2.93 -0.49
H9 -0.98 -2.93 2.29
H10 -1.89 -4.29 1.63
H11 -3.72 -0.90 3.22
H12 -3.43 -0.53 1.50
H13 -2.06 -0.73 2.58
H14 -0.28 -4.63 0.22
H15 0.33 -3.27 -2.26
H16 -1.13 -4.03 -2.11
H17 1.21 -2.92 1.13
H18 1.92 -3.98 -0.07
H19 3.02 -0.74 -1.12
H20 3.58 -2.16 -0.25
H21 3.31 0.11 1.08
H22 1.56 -0.30 1.06
H23 2.73 -1.36 1.84
O3 4.18 1.40 -6.41
C12 4.78 1.68 -5.40
C13 6.25 1.93 -5.42
C14 6.92 1.86 -6.63
C15 8.29 2.11 -6.67
C16 8.98 2.43 -5.51
C17 8.31 2.49 -4.30
C18 6.94 2.24 -4.25
C19 6.25 2.29 -2.93
O4 6.86 2.52 -1.91
C20 4.77 2.07 -2.91
C21 4.09 2.15 -1.70
C22 2.72 1.95 -1.67
C23 2.02 1.69 -2.84
C24 2.70 1.60 -4.05
C25 4.07 1.79 -4.09
H24 6.38 1.61 -7.53
H25 8.81 2.06 -7.62
H26 10.04 2.64 -5.55
H27 8.84 2.74 -3.39
H28 4.65 2.36 -0.80
H29 2.20 2.02 -0.73
H30 0.95 1.55 -2.80
H31 2.16 1.39 -4.96
O5 2.50 -4.32 2.95
C26 2.50 -4.81 4.06
C27 2.97 -6.20 4.29
C28 3.45 -6.94 3.21
C29 3.92 -8.22 3.41
C30 3.91 -8.78 4.68
C31 3.43 -8.05 5.76
C32 2.96 -6.76 5.57
C33 2.43 -6.00 6.73
O6 2.37 -6.50 7.84
C34 1.98 -4.60 6.51
C35 1.51 -3.86 7.58
C36 1.10 -2.55 7.39
C37 1.15 -1.97 6.13
C38 1.61 -2.71 5.05
C39 2.02 -4.03 5.23
H32 3.45 -6.49 2.22
H33 4.29 -8.80 2.57
H34 4.29 -9.78 4.84
H35 3.42 -8.48 6.75
H36 1.47 -4.31 8.56
H37 0.73 -1.97 8.23
H38 0.84 -0.95 5.98
H39 1.66 -2.27 4.06
O7 -5.99 3.65 -0.23
C40 -6.43 4.62 -0.82
C41 -7.81 5.12 -0.57
C42 -8.60 4.47 0.37
C43 -9.88 4.93 0.63
C44 -10.37 6.04 -0.05
C45 -9.59 6.69 -1.00
C46 -8.31 6.22 -1.26
C47 -7.49 6.92 -2.30
O8 -7.94 7.85 -2.93
C48 -6.10 6.44 -2.52
C49 -5.30 7.09 -3.46
C50 -4.00 6.66 -3.67
C51 -3.49 5.59 -2.95
C52 -4.28 4.94 -2.02
C53 -5.59 5.35 -1.81
H40 -8.21 3.61 0.89
H41 -10.50 4.43 1.36
H42 -11.37 6.41 0.16
H43 -9.97 7.55 -1.53
H44 -5.70 7.92 -4.01
H45 -3.38 7.17 -4.40
H46 -2.47 5.27 -3.10
H47 -3.88 4.11 -1.45

Output
Kohn-Sham gap   0.280 hartree
LUMO level   -1.162 eV
SMILES string   [H]/N=C/CCO[C@H](C/C(C)=N/[H])[C@@H](N)COCC.O=C1c2ccccc2C(=O)c2ccccc21.O=C1c2ccccc2C(=O)c2ccccc21.O=C1c2ccccc2C(=O)c2ccccc21

---

[2]
C53H48AsHfN5O2PS2Te | ωB97M-V/def2-TZVPD

Geometry (Å):
Hf1 0.77 0.21 -0.09
C1 -6.49 -1.03 0.30
C2 -5.01 -0.83 0.46
C3 -4.43 -0.77 1.72
C4 -3.07 -0.54 1.90
C5 -2.48 -0.52 3.28
O1 -2.82 0.34 4.07
C6 -1.52 -1.60 3.66
C7 -0.93 -1.56 4.92
C8 -0.01 -2.53 5.29
C9 0.33 -3.54 4.40
C10 -0.26 -3.59 3.14
C11 -1.19 -2.63 2.78
C12 -2.26 -0.33 0.78
O2 -0.95 0.00 0.93
C13 -2.83 -0.44 -0.50
C14 -4.19 -0.68 -0.65
C15 -1.82 -0.26 -1.56
N1 -0.72 -0.96 -1.50
C16 -0.87 -2.34 -1.00
C17 -0.97 -3.26 -2.21
Te1 -2.77 -3.00 -3.31
C18 -4.07 -3.76 -1.83
C19 -3.64 -4.53 -0.75
C20 -4.55 -4.99 0.18
C21 -5.91 -4.71 0.05
C22 -6.34 -3.96 -1.04
C23 -5.43 -3.48 -1.97
C24 -1.94 0.85 -2.52
C25 -1.09 0.88 -3.64
C26 -1.27 1.84 -4.62
C27 -2.31 2.75 -4.52
C28 -3.16 2.73 -3.42
C29 -2.98 1.78 -2.43
H1 -6.93 -1.48 1.19
H2 -6.70 -1.68 -0.55
H3 -7.00 -0.08 0.13
H4 -5.04 -0.91 2.60
H5 -1.22 -0.77 5.60
H6 0.44 -2.50 6.27
H7 1.05 -4.29 4.69
H8 0.00 -4.39 2.46
H9 -1.66 -2.69 1.81
H10 -4.59 -0.77 -1.65
H11 -1.77 -2.45 -0.38
H12 -0.01 -2.62 -0.39
H13 -0.90 -4.30 -1.90
H14 -0.15 -3.07 -2.91
H15 -2.60 -4.79 -0.64
H16 -4.21 -5.58 1.02
H17 -6.62 -5.08 0.77
H18 -7.40 -3.75 -1.17
H19 -5.79 -2.90 -2.81
H20 -0.32 0.12 -3.73
H21 -0.61 1.85 -5.48
H22 -2.46 3.48 -5.30
H23 -3.97 3.44 -3.35
H24 -3.66 1.75 -1.59
S1 2.13 -1.72 0.71
C30 2.51 -2.34 -0.91
C31 2.83 -3.74 -0.91
N2 3.06 -4.86 -0.84
C32 2.49 -1.66 -2.09
S2 2.12 0.03 -2.36
C33 2.80 -2.38 -3.30
N3 3.04 -2.92 -4.29
N4 3.63 1.46 1.76
P1 3.44 1.20 0.09
C34 4.02 2.75 -0.69
C35 3.36 3.25 -1.80
C36 3.78 4.44 -2.40
C37 4.86 5.12 -1.87
C38 5.53 4.62 -0.77
C39 5.12 3.43 -0.19
C40 4.83 0.09 -0.27
C41 5.41 0.11 -1.54
C42 6.41 -0.80 -1.86
C43 6.84 -1.72 -0.91
C44 6.30 -1.72 0.36
C45 5.29 -0.82 0.68
C46 2.56 1.52 2.61
C47 2.77 1.95 3.93
C48 1.71 2.10 4.78
C49 0.43 1.82 4.31
C50 0.30 1.36 3.03
N5 1.33 1.18 2.16
H25 4.52 1.66 2.17
H26 2.52 2.70 -2.23
H27 3.26 4.82 -3.27
H28 5.19 6.05 -2.33
H29 6.39 5.14 -0.37
H30 5.67 3.03 0.66
H31 5.07 0.82 -2.28
H32 6.84 -0.79 -2.85
H33 7.62 -2.43 -1.17
H34 6.64 -2.42 1.10
H35 4.85 -0.85 1.67
H36 3.78 2.18 4.24
H37 1.87 2.44 5.80
H38 -0.45 1.92 4.92
H39 -0.67 1.11 2.64
C51 -0.11 4.06 -1.83
As1 0.12 3.05 -0.20
C52 -1.62 3.28 0.63
C53 1.18 4.24 0.91
H40 -0.40 5.08 -1.57
H41 -0.91 3.60 -2.41
H42 0.80 4.08 -2.41
H43 -1.92 4.32 0.56
H44 -1.56 2.99 1.68
H45 -2.35 2.65 0.13
H46 0.83 5.26 0.76
H47 2.23 4.18 0.66
H48 1.03 3.96 1.96

Output
Kohn-Sham gap   0.235 hartree
LUMO level   -3.534 eV
Net charge   +1
Relative energy (zero: lowest compared OMol25 entry of this formula, charge and spin)   0.0 kcal per mole

---

[3]
C53H48N7O2PSSiV | ωB97M-V/def2-TZVPD

Geometry (Å):
V1 0.64 -0.78 0.24
O1 3.58 -0.11 1.27
C1 3.62 0.34 0.16
C2 4.11 1.72 -0.19
C3 5.45 2.05 -0.14
C4 5.87 3.28 -0.63
C5 4.94 4.16 -1.17
C6 3.59 3.83 -1.19
C7 3.15 2.60 -0.71
P1 1.36 2.10 -0.64
C8 0.93 2.05 -2.45
C9 1.76 2.45 -3.50
C10 1.34 2.31 -4.82
C11 0.09 1.77 -5.11
C12 -0.73 1.35 -4.07
C13 -0.30 1.48 -2.76
C14 0.58 3.70 -0.15
C15 -0.73 3.97 -0.54
C16 -1.41 5.09 -0.08
C17 -0.78 5.97 0.79
C18 0.53 5.72 1.19
C19 1.20 4.59 0.73
H1 6.17 1.35 0.27
H2 6.92 3.55 -0.60
H3 5.27 5.12 -1.56
H4 2.87 4.54 -1.59
H5 2.75 2.85 -3.31
H6 2.00 2.62 -5.62
H7 -0.23 1.66 -6.14
H8 -1.68 0.89 -4.28
H9 -0.93 1.10 -1.96
H10 -1.24 3.30 -1.22
H11 -2.43 5.27 -0.38
H12 -1.30 6.85 1.16
H13 1.03 6.39 1.88
H14 2.20 4.39 1.10
C20 -4.65 -1.51 2.98
C21 -3.20 -1.04 2.81
C22 -2.27 -2.13 3.39
C23 -2.99 0.25 3.63
Si1 -2.75 -0.74 1.00
O2 -1.23 -0.23 0.77
C24 -3.90 0.61 0.31
C25 -3.29 1.70 -0.32
C26 -4.03 2.70 -0.94
C27 -5.42 2.64 -0.93
C28 -6.05 1.58 -0.30
C29 -5.30 0.58 0.31
C30 -3.11 -2.36 0.10
C31 -2.17 -3.39 0.18
C32 -2.36 -4.60 -0.47
C33 -3.51 -4.81 -1.23
C34 -4.46 -3.80 -1.32
C35 -4.26 -2.59 -0.66
H15 -4.81 -1.84 4.01
H16 -4.88 -2.36 2.31
H17 -5.37 -0.71 2.77
H18 -2.46 -2.25 4.46
H19 -1.22 -1.87 3.25
H20 -2.45 -3.09 2.90
H21 -3.29 0.09 4.67
H22 -3.59 1.08 3.23
H23 -1.95 0.55 3.62
H24 -2.21 1.75 -0.30
H25 -3.52 3.53 -1.44
H26 -6.00 3.41 -1.42
H27 -7.13 1.53 -0.27
H28 -5.83 -0.25 0.79
H29 -1.26 -3.24 0.76
H30 -1.61 -5.38 -0.40
H31 -3.64 -5.74 -1.77
H32 -5.35 -3.94 -1.93
H33 -5.01 -1.81 -0.76
C36 4.57 -1.09 -1.50
C37 3.23 -0.50 -1.07
N1 2.22 -1.47 -0.67
C38 2.50 -2.79 -0.72
C39 3.71 -3.34 -1.06
C40 4.77 -2.40 -1.42
C41 3.99 -4.76 -1.07
C42 3.24 -5.86 -1.35
C43 1.88 -5.97 -1.88
C44 1.48 -7.18 -2.46
C45 0.22 -7.25 -3.01
N2 -0.63 -6.21 -3.03
C46 -0.16 -5.09 -2.46
N3 1.03 -4.93 -1.88
H34 5.32 -0.39 -1.86
H35 2.85 0.16 -1.84
H36 1.70 -3.43 -0.43
H37 5.74 -2.81 -1.71
H38 5.03 -4.98 -0.87
H39 3.77 -6.81 -1.29
H40 2.15 -8.03 -2.49
H41 -0.14 -8.16 -3.47
H42 -0.81 -4.22 -2.46
N4 -0.76 -1.74 -2.41
C47 -0.25 -1.50 -1.39
N5 3.42 2.02 3.33
C48 2.09 2.36 3.42
C49 1.64 3.24 4.43
C50 0.31 3.58 4.48
C51 -0.56 3.04 3.54
C52 -0.04 2.20 2.58
N6 1.26 1.86 2.50
H43 3.96 2.13 4.17
H44 3.59 1.16 2.81
H45 2.36 3.63 5.15
H46 -0.05 4.25 5.25
H47 -1.62 3.27 3.54
H48 -0.68 1.75 1.83
S1 1.87 -1.89 4.35
C53 1.30 -1.85 2.85
N7 0.86 -1.85 1.75

Output
Kohn-Sham gap (alpha / beta)   0.240 / 0.243 hartree
LUMO level (alpha / beta)   2.230 / 2.272 eV
Net charge   -1
<S²>   2.02
Spin multiplicity   3

---

[4]
C53H49FN4O2ReS4 | ωB97M-V/def2-TZVPD

Geometry (Å):
Re1 -1.74 -0.81 -0.22
C1 -1.62 1.66 4.57
C2 -2.67 0.80 3.88
C3 -4.00 0.92 4.64
C4 -2.91 1.19 2.43
C5 -2.28 2.27 1.82
C6 -2.68 2.71 0.57
C7 -3.72 2.09 -0.12
C8 -4.19 2.62 -1.44
C9 -4.31 0.97 0.46
C10 -3.89 0.51 1.70
H1 -1.49 1.32 5.60
H2 -1.96 2.70 4.61
H3 -0.66 1.62 4.07
H4 -2.35 -0.24 3.90
H5 -4.36 1.95 4.60
H6 -3.85 0.65 5.69
H7 -4.76 0.28 4.23
H8 -1.49 2.80 2.32
H9 -2.20 3.57 0.12
H10 -3.55 2.24 -2.23
H11 -4.14 3.71 -1.46
H12 -5.21 2.31 -1.65
H13 -5.13 0.48 -0.05
H14 -4.39 -0.34 2.14
N1 -0.39 -0.60 1.28
S1 1.02 -0.72 1.70
N2 2.05 0.45 1.11
S2 2.88 0.33 -0.20
N3 2.16 -0.11 -1.52
S3 0.75 0.52 -2.06
N4 -0.51 0.09 -1.36
C11 0.73 0.03 -3.79
C12 1.89 -0.11 -4.53
C13 1.79 -0.46 -5.87
C14 0.54 -0.66 -6.44
C15 -0.61 -0.51 -5.69
C16 -0.52 -0.15 -4.35
C17 0.92 2.30 -1.94
C18 0.46 2.91 -0.78
C19 0.56 4.28 -0.66
C20 1.10 5.03 -1.69
C21 1.56 4.41 -2.84
C22 1.48 3.03 -2.97
C23 4.25 -0.80 0.02
C24 5.05 -0.56 1.13
C25 6.13 -1.39 1.37
C26 6.40 -2.44 0.50
C27 5.59 -2.66 -0.61
C28 4.51 -1.83 -0.86
C29 3.64 1.92 -0.45
C30 4.44 2.06 -1.58
C31 5.05 3.28 -1.82
C32 4.86 4.33 -0.95
C33 4.07 4.18 0.18
C34 3.45 2.97 0.44
C35 1.13 -0.48 3.47
C36 0.24 -1.23 4.23
C37 0.24 -1.08 5.60
C38 1.11 -0.19 6.20
C39 1.99 0.55 5.44
C40 2.01 0.41 4.06
C41 1.87 -2.28 1.36
C42 2.85 -2.72 2.23
C43 3.48 -3.93 1.98
C44 3.12 -4.68 0.87
C45 2.12 -4.23 0.02
C46 1.48 -3.03 0.27
H15 2.85 0.04 -4.06
H16 2.68 -0.57 -6.46
H17 0.47 -0.94 -7.49
H18 -1.58 -0.66 -6.13
H19 -1.40 -0.03 -3.74
H20 0.02 2.29 -0.01
H21 0.20 4.77 0.24
H22 1.16 6.11 -1.61
H23 1.98 4.99 -3.65
H24 1.83 2.54 -3.86
H25 4.82 0.26 1.79
H26 6.76 -1.23 2.23
H27 7.23 -3.10 0.69
H28 5.81 -3.47 -1.28
H29 3.86 -1.98 -1.71
H30 4.57 1.22 -2.24
H31 5.68 3.40 -2.69
H32 5.34 5.28 -1.14
H33 3.94 5.00 0.86
H34 2.83 2.81 1.30
H35 -0.44 -1.90 3.73
H36 -0.46 -1.65 6.20
H37 1.10 -0.07 7.28
H38 2.67 1.25 5.91
H39 2.68 0.98 3.44
H40 3.12 -2.12 3.09
H41 4.23 -4.29 2.66
H42 3.60 -5.62 0.68
H43 1.83 -4.83 -0.84
H44 0.68 -2.67 -0.37
F1 -2.76 -1.97 0.74
O1 -8.62 -4.99 -1.73
C47 -7.76 -4.73 -2.71
O2 -7.78 -5.34 -3.74
C48 -6.73 -3.67 -2.46
C49 -6.19 -3.01 -3.57
C50 -5.16 -2.12 -3.41
C51 -4.60 -1.91 -2.14
S4 -3.22 -0.83 -2.12
C52 -5.15 -2.54 -1.03
C53 -6.21 -3.41 -1.19
H45 -8.55 -4.41 -0.96
H46 -6.60 -3.21 -4.55
H47 -4.74 -1.59 -4.25
H48 -4.75 -2.37 -0.05
H49 -6.60 -3.92 -0.32

Output
Kohn-Sham gap (alpha / beta)   0.202 / 0.222 hartree
LUMO level (alpha / beta)   -6.499 / -6.182 eV
Net charge   +2
Relative energy (zero: lowest compared OMol25 entry of this formula, charge and spin)   30.0 kcal per mole
<S²>   3.78
Spin multiplicity   4